143
Properties=species:S:1:pos:R:3:forces:R:3 method="wB97M-V/def2-TZVPD" relative_energy_kj_mol=1022.5 total_energy_ev=-114260.0094 e_lumo_ev=-0.03 homo_energy_ev=-10.7
C 5.307 -10.781 -9.621 -0.1614 0.5753 2.6483
C 5.397 -10.090 -8.218 -0.0289 0.3112 -0.1253
C 6.471 -8.978 -8.023 -0.4487 -1.7151 -2.4978
O 5.687 -7.812 -7.918 2.4043 0.8236 0.7606
C 4.438 -8.120 -7.752 -3.1322 0.1894 0.6927
O 3.583 -7.365 -7.405 0.0434 0.4982 -0.1084
O 4.171 -9.403 -8.013 0.0086 0.3377 -0.1342
H 5.173 -10.080 -10.444 0.5201 0.1649 0.1827
H 4.335 -11.255 -9.480 0.3529 -0.9324 -0.6157
H 6.201 -11.404 -9.648 -0.4371 -0.4031 -0.7542
H 5.418 -10.711 -7.322 0.4237 -1.0293 -0.6674
H 6.949 -8.923 -9.001 0.6925 0.2468 0.2805
H 7.183 -9.271 -7.251 -0.2349 0.9392 0.3662
C 2.426 -9.298 -0.606 0.9264 0.2765 -0.5949
C 3.793 -8.642 -0.915 -0.7968 0.5246 1.3767
C 4.685 -8.461 0.350 -0.4433 -0.5779 -0.0086
O 5.956 -8.764 -0.159 2.7683 0.7862 0.0685
C 5.889 -9.543 -1.203 1.0797 -4.7792 -2.3102
O 6.736 -10.385 -1.648 -3.3806 4.4145 1.8737
O 4.584 -9.507 -1.663 1.6804 -1.3645 -1.0300
H 1.922 -8.749 0.189 -0.0647 -0.1532 -0.0236
H 2.620 -10.337 -0.340 -0.0763 0.0830 0.3542
H 1.808 -9.331 -1.503 -0.0424 0.2037 0.0708
H 3.706 -7.742 -1.525 -0.2482 0.3733 0.3859
H 4.576 -9.282 1.058 -1.0197 0.1143 0.2795
H 4.760 -7.526 0.906 -0.3802 0.0946 -0.4652
C -2.430 7.379 -6.415 0.1524 -0.4362 1.2136
C -1.701 8.455 -5.608 -0.1202 -0.2762 0.2221
C -0.674 7.970 -4.560 -1.0771 -0.2666 -1.1197
O 0.302 9.004 -4.526 -0.3198 1.8899 -1.6248
C 0.171 9.820 -5.704 0.0642 -1.0317 -1.4163
O 0.921 10.683 -6.119 -2.4622 -2.6284 1.7863
O -0.973 9.271 -6.462 3.9442 2.2329 0.3550
H -1.793 6.868 -7.137 0.0615 0.8236 -0.5344
H -3.391 7.739 -6.783 0.3146 -0.1265 -0.3650
H -2.617 6.517 -5.774 -0.4927 0.1410 0.5230
H -2.335 9.210 -5.144 -0.8929 -0.7400 0.5575
H -0.202 7.034 -4.858 0.1418 -0.0094 -0.0838
H -1.256 7.792 -3.656 0.6882 0.4275 0.4861
C -7.382 7.107 1.668 -1.1704 0.0676 0.6560
C -6.738 5.975 0.968 1.6428 0.1005 0.3443
C -6.472 4.674 1.769 -1.1731 2.1584 0.2386
O -6.647 3.685 0.809 0.0942 -1.3866 -2.5874
C -7.270 4.179 -0.341 -1.8295 -0.3717 -0.7998
O -7.743 3.582 -1.312 2.1962 1.3496 3.4139
O -7.464 5.518 -0.146 -0.0256 -0.6174 -0.9376
H -8.415 6.803 1.839 -0.1717 0.3955 0.4327
H -7.369 8.061 1.140 0.0156 -0.2745 -0.3513
H -6.854 7.294 2.603 -0.1562 -0.1533 0.1825
H -5.786 6.414 0.670 0.4076 -0.5626 -0.6886
H -7.259 4.524 2.509 0.1137 0.0774 0.3568
H -5.497 4.773 2.247 0.0700 -0.7915 -0.2537
C 0.216 -1.945 -1.158 0.1574 1.2705 0.8626
C 0.736 -0.772 -0.171 -0.0637 -1.2021 -4.9970
C 0.228 0.736 -0.482 1.4503 -3.8423 1.5591
O -0.323 0.950 0.825 -0.4609 1.1603 0.4530
C -0.123 -0.060 1.729 -1.6791 -0.2910 2.5211
O -0.503 -0.066 2.904 1.3135 0.4855 -3.7201
O 0.440 -1.134 1.127 -0.1720 1.2806 0.8376
H 0.395 -1.740 -2.214 0.6370 0.2188 0.0936
H -0.858 -2.132 -1.162 -0.0872 0.1034 0.6970
H 0.757 -2.837 -0.843 -0.1673 -0.0909 -0.2234
H 1.803 -0.760 -0.392 0.2266 -0.1332 0.7099
H -0.406 0.750 -1.368 -0.7327 0.3228 0.7186
H 1.153 1.269 -0.701 -0.4178 0.7186 0.4792
C -4.356 3.817 11.191 0.6908 -1.1481 -0.3973
C -4.603 2.561 10.160 2.2791 3.3862 4.1882
C -5.161 1.366 10.916 2.0240 0.2241 1.2031
O -6.028 0.841 9.980 -0.4593 -1.6869 -0.2526
C -6.284 1.801 9.119 -4.4301 -0.7423 -4.3027
O -7.073 1.727 8.186 1.2748 -0.3842 1.7525
O -5.638 2.891 9.374 -0.9791 2.1353 -1.5065
H -3.327 3.808 11.550 0.0318 -0.5520 0.3230
H -5.037 3.767 12.041 0.0378 -0.3584 -0.0118
H -4.414 4.861 10.883 -0.4761 -0.3129 -1.1670
H -3.731 2.415 9.522 0.2778 -0.4316 0.3429
H -5.709 1.634 11.819 -0.0087 0.2303 -0.0172
H -4.354 0.690 11.201 -0.2614 -0.3571 -0.1601
C -1.735 -6.675 8.407 0.9984 1.2844 -0.4474
C -1.740 -7.335 7.020 -1.9014 -1.3075 3.4414
C -0.652 -7.124 6.128 2.8473 3.5469 -4.0262
O 0.353 -8.048 6.335 0.5938 -1.0765 0.3634
C -0.236 -9.094 6.895 1.1969 -1.9916 1.1939
O 0.354 -10.137 7.090 -1.7206 1.3735 -0.1720
O -1.490 -8.740 7.283 -0.3661 -1.6191 -0.2653
H -1.983 -7.267 9.288 -0.3166 -0.4012 -0.5756
H -2.356 -5.780 8.379 -0.0896 -0.0050 0.1200
H -0.716 -6.320 8.565 0.1271 0.0852 0.2910
H -2.733 -7.170 6.604 0.1828 -0.5141 -0.4127
H -0.047 -6.217 6.122 -0.8774 0.8285 0.5874
H -0.908 -7.202 5.071 -0.6778 -0.1935 -0.1049
C 1.947 9.372 6.050 0.6970 -0.6985 -0.5586
C 1.575 8.560 4.734 0.0338 1.2187 3.1756
C 0.322 7.702 5.069 1.7604 -0.7566 0.3984
O -0.585 8.094 4.123 -0.6729 0.8052 -1.3352
C -0.132 9.143 3.356 -4.4342 0.3025 -2.7824
O -0.979 9.561 2.490 5.1889 -0.9117 3.7316
O 1.146 9.488 3.711 -1.7052 -0.7274 -0.6244
H 1.132 9.998 6.412 0.0298 0.1338 -0.4197
H 2.899 9.903 6.012 -0.2762 0.5784 -0.7009
H 2.202 8.726 6.891 -0.4798 -0.7656 -0.1364
H 2.429 7.970 4.401 -0.1842 0.1761 -0.2920
H -0.098 7.766 6.073 0.1376 0.8243 0.1051
H 0.579 6.644 5.009 -0.1077 -0.1903 -0.5672
C -8.280 -3.944 0.224 -1.2156 -1.1702 -0.4454
C -9.747 -3.737 0.560 0.2602 0.7192 1.2987
C -10.767 -3.258 -0.465 0.7311 1.2355 -0.1605
O -11.959 -3.954 -0.162 -0.4508 -0.6354 0.9196
C -11.699 -4.848 0.841 -2.3600 -2.6922 0.7785
O -12.516 -5.586 1.420 2.4849 2.8603 -2.1302
O -10.382 -4.917 1.027 0.3227 -1.2500 0.4656
H -7.815 -3.026 -0.133 0.0204 -0.1782 0.0974
H -8.274 -4.748 -0.512 0.5455 0.1494 -0.3629
H -7.829 -4.351 1.129 0.3283 0.3175 -0.1036
H -9.690 -3.175 1.493 -0.5335 1.0506 -0.2855
H -10.430 -3.421 -1.489 -0.1976 -0.4117 -0.0796
H -10.973 -2.192 -0.367 0.0644 0.0172 0.0078
C 4.576 -0.622 -9.978 0.1912 -0.9105 0.3782
C 5.200 -0.414 -8.590 -0.2380 -1.5639 -2.2489
C 6.144 0.712 -8.605 2.2633 1.6744 -0.2409
O 5.873 1.412 -7.420 -1.8064 -0.1216 1.5192
C 4.527 1.148 -7.181 -0.0272 1.9094 1.4118
O 3.802 1.854 -6.531 0.8820 -0.8404 -0.4704
O 4.156 0.028 -7.790 -1.0020 0.5379 1.0131
H 5.283 -0.969 -10.731 0.2633 0.5275 -0.0247
H 4.092 0.326 -10.212 0.1152 -0.1474 -0.4181
H 3.829 -1.417 -9.977 -0.1927 0.1382 0.3323
H 5.641 -1.288 -8.109 -0.0123 -0.2391 -0.2897
H 6.027 1.507 -9.341 -0.3508 -0.6408 -0.9319
H 7.204 0.454 -8.608 -0.0934 -0.3324 -0.0074
C 8.498 3.681 -0.184 0.9154 0.5485 -1.3595
C 8.920 4.997 -0.882 -2.8366 1.2805 -0.3460
C 7.685 5.961 -0.968 -1.4027 0.5801 -1.0937
O 8.139 7.233 -0.434 -2.4062 -0.3922 -0.9957
C 9.358 7.102 -0.018 1.0541 1.0749 2.5891
O 9.993 7.958 0.547 -0.2179 -0.6898 -1.0091
O 9.704 5.828 -0.076 2.9676 -1.6338 0.5930
H 7.990 3.036 -0.901 -0.4115 0.2831 -0.1384
H 7.820 3.937 0.630 0.4383 -0.3629 0.2217
H 9.382 3.084 0.037 -0.0360 0.2514 0.7515
H 9.329 4.959 -1.892 0.4470 -0.6997 0.2051
H 6.764 5.553 -0.550 0.3540 0.1530 1.5961
H 7.180 6.268 -1.884 1.1317 -0.3922 -1.0197


12
Properties=species:S:1:pos:R:3:forces:R:3 method="wB97M-V/def2-TZVPD" relative_energy_kj_mol=335.7 total_energy_ev=-7325.8049 e_lumo_ev=-0.43 homo_energy_ev=-8.7
O -1.196 1.977 0.273 0.2292 -0.5794 -0.0241
C -0.690 0.888 0.185 -0.1125 0.1813 0.0937
C -1.102 -0.292 -0.716 -0.0631 -0.1151 -0.0095
C -0.055 -1.354 -0.530 0.0147 0.3642 -0.2999
C 1.148 -0.522 -0.189 0.0528 -0.2169 -0.0079
C 0.499 0.321 0.935 -0.0422 0.0912 0.1912
H -2.139 -0.602 -0.553 0.1569 0.0066 -0.0669
H -1.019 -0.030 -1.784 -0.0385 0.0479 0.0624
H 0.066 -0.409 1.641 0.0918 0.2488 0.1252
H 1.404 0.128 -1.045 -0.0356 -0.0566 0.1695
H 2.043 -1.072 0.108 -0.2135 -0.0146 -0.0233
H 1.133 1.010 1.491 -0.0401 0.0427 -0.2105


15
Properties=species:S:1:pos:R:3:forces:R:3 method="wB97M-V/def2-TZVPD" relative_energy_kj_mol=71.9 total_energy_ev=-10316.2066 e_lumo_ev=0.67 homo_energy_ev=-9.4
N 0.998 0.553 1.190 0.4698 -0.9384 0.6178
C -0.140 1.076 0.697 -0.1418 -0.5583 0.0821
O -0.272 2.255 0.513 -0.4783 1.7433 0.0022
N -1.203 0.202 0.468 0.6153 -0.6484 -0.4809
C -0.980 -1.158 -0.082 -1.1344 0.5420 1.0455
C -0.069 -1.261 -1.261 -0.7030 -0.8127 -0.5682
O 1.289 -1.251 -0.924 0.7183 0.4571 -0.2762
H 1.246 -0.390 0.975 0.0838 -0.2932 0.0651
H 1.715 1.131 1.580 -0.0803 0.4185 -0.2669
H -1.932 0.743 0.047 -0.3487 0.0064 -0.3669
H -1.941 -1.577 -0.410 0.0151 0.4529 0.1227
H -0.727 -1.787 0.765 0.5930 -0.3276 -0.0538
H -0.271 -2.223 -1.744 -0.1739 0.0206 -0.1357
H -0.362 -0.470 -1.959 0.2864 0.0526 -0.0580
H 1.728 -0.721 -1.598 0.2789 -0.1149 0.2713


14
Properties=species:S:1:pos:R:3:forces:R:3 method="wB97M-V/def2-TZVPD" relative_energy_kj_mol=335.3 total_energy_ev=-6687.0334 e_lumo_ev=0.57 homo_energy_ev=-7.8
C -1.270 -0.058 -0.693 0.5187 -2.1117 -0.0665
N -0.265 -0.854 -0.492 -1.8221 0.7680 -0.4723
C -0.253 -1.622 0.732 0.2327 0.1824 0.5704
H -1.414 0.323 -1.694 0.2365 0.5096 -0.0542
H -2.133 -0.029 -0.024 0.2124 0.2299 0.2306
H -0.645 -2.620 0.535 0.0487 0.0119 -0.0453
H -0.827 -1.168 1.552 -0.0906 -0.0218 -0.1848
H 0.777 -1.718 1.078 0.0011 -0.1323 -0.0339
N 1.673 0.952 -0.436 -0.5611 -3.8685 -0.6706
N 0.752 1.994 -0.408 -1.9043 0.8218 0.1630
H 1.033 -0.034 -0.732 2.0182 2.8704 0.5237
H 1.932 0.667 0.513 0.0251 0.2646 0.0926
H -0.249 1.609 -0.363 1.2565 0.6888 0.2335
H 0.889 2.559 0.433 -0.1719 -0.2133 -0.2863


Values for orbital gap, eV, ordered as above
10.690; 8.307; 10.045; 8.330